[1]
Density functional theory data (ωB97M-V with the def2-TZVPD basis set) for C29H29AsBrNO2PdSe2 as an isolated structure.

```
66
Properties=species:S:1:pos:R:3:forces:R:3
Pd -0.9720 0.0745 -0.7805 0.3 0.0 0.0
C 1.2829 -5.5619 1.0043 0.0 0.0 -0.1
C 1.3926 -4.2582 0.2640 0.0 0.0 0.1
C 2.5066 -3.9315 -0.5028 0.0 0.0 0.0
C 2.5634 -2.7181 -1.1653 0.1 0.1 -0.1
C 1.4770 -1.8697 -1.0392 -0.2 -0.1 0.1
Br 1.4394 -0.1952 -1.9694 0.7 -0.4 -0.3
N 0.4078 -2.1528 -0.3268 0.5 0.0 -0.1
C 0.3705 -3.3191 0.3137 0.1 0.0 0.0
H 2.2453 -5.8565 1.4221 0.0 0.0 0.0
H 0.9632 -6.3594 0.3306 0.0 0.0 0.0
H 0.5597 -5.4836 1.8144 0.0 -0.1 0.0
H 3.3334 -4.6273 -0.5829 0.0 0.0 0.0
H 3.4205 -2.4314 -1.7576 0.0 0.0 0.0
H -0.5341 -3.5090 0.8854 0.0 0.0 0.1
O -1.3568 6.4670 0.2502 0.0 0.0 0.0
C -1.7428 5.1249 0.0351 0.0 -0.1 0.0
C -0.8435 4.1023 0.7600 -0.2 0.6 0.3
C -0.9517 4.3387 2.2776 0.0 -0.2 -0.1
O -0.4105 5.5815 2.7087 0.0 0.0 0.0
C 0.5676 4.2414 0.2355 0.4 0.0 -0.1
Se 1.7961 3.1065 1.2290 -1.2 -1.4 0.0
C -1.3422 2.7143 0.4420 -0.2 -0.1 0.2
Se -0.2247 1.2600 1.2228 1.1 1.9 0.0
H -1.2135 6.5860 1.2001 0.1 0.0 0.0
H -1.6961 4.9677 -1.0455 0.0 -0.1 0.0
H -2.7776 4.9556 0.3630 0.0 0.0 -0.1
H -0.4773 3.5083 2.8018 0.0 0.1 0.1
H -2.0080 4.3447 2.5563 0.0 0.1 0.0
H 0.5503 5.5210 2.6450 0.0 0.0 0.1
H 0.9134 5.2737 0.2987 0.1 0.0 0.1
H 0.6139 3.9358 -0.8095 -0.1 0.1 0.0
H -1.3467 2.5691 -0.6343 -0.1 0.0 0.0
H -2.3528 2.5713 0.8298 0.0 -0.2 0.0
C -6.2791 -4.8938 -0.1731 0.0 0.0 0.0
C -4.9917 -5.1483 -0.6275 0.0 0.0 0.0
C -4.0213 -4.1620 -0.5342 0.0 0.1 0.0
C -4.3315 -2.9041 -0.0221 0.0 0.0 0.1
C -5.6208 -2.6602 0.4364 0.1 0.0 -0.1
C -6.5906 -3.6525 0.3612 0.0 0.0 0.0
As -2.8384 -1.6190 0.1763 -0.6 -0.2 -0.1
C -2.4335 -1.3538 -1.7286 0.1 0.2 0.1
C -1.7303 -2.1960 -2.6021 -0.2 -0.1 -0.1
C -1.4481 -1.7769 -3.8869 0.0 0.0 0.0
C -1.8030 -0.4902 -4.3057 0.0 0.1 0.0
C -2.4684 0.3704 -3.4568 0.0 -0.1 -0.1
C -2.8123 -0.0543 -2.1630 -0.2 -0.1 0.2
C -3.6351 0.7045 -1.1858 -0.1 -0.1 0.0
C -4.2087 1.9506 -1.4062 0.0 0.0 0.0
C -4.9327 2.5691 -0.3928 0.0 0.0 0.0
C -5.0811 1.9550 0.8421 0.0 0.1 0.0
C -4.5057 0.7069 1.0720 0.1 -0.1 0.0
C -3.8126 0.0684 0.0572 -0.1 0.0 0.0
H -7.0357 -5.6653 -0.2361 0.0 0.0 0.0
H -4.7462 -6.1146 -1.0499 0.0 0.0 0.0
H -3.0079 -4.3609 -0.8693 0.0 -0.1 0.0
H -5.8723 -1.6874 0.8420 -0.1 0.0 0.0
H -7.5942 -3.4560 0.7174 0.0 0.0 0.0
H -1.4223 -3.1819 -2.2769 0.0 0.0 0.0
H -0.9215 -2.4344 -4.5667 0.0 0.0 0.0
H -1.5473 -0.1609 -5.3045 0.0 0.0 0.0
H -2.7158 1.3714 -3.7877 -0.1 0.0 0.0
H -4.0857 2.4481 -2.3604 0.0 0.0 0.0
H -5.3727 3.5430 -0.5663 0.0 0.0 0.0
H -5.6348 2.4502 1.6295 0.0 0.0 0.0
H -4.5778 0.2468 2.0510 -0.1 0.0 0.0
```
Positions in Å, forces in eV/Å.

Values from the calculation:
LUMO energy   -0.03901 Eh
Maximum force   0.042 hartree/bohr

=====

[2]
Density functional theory data (ωB97M-V with the def2-TZVPD basis set) for C12H25F3NO14P2S2 as an isolated structure.

```
59
Properties=species:S:1:pos:R:3:forces:R:3
O 1.3289 -0.9176 -5.7698 -0.2 -0.4 0.3
P 0.6751 -1.7910 -4.7674 0.3 1.3 -0.8
O -0.9001 -1.6273 -4.6484 0.1 -0.4 -0.2
O 0.8295 -3.3532 -5.1155 0.0 -0.1 0.4
P 1.7382 -1.5269 -2.9093 0.9 -1.0 0.5
S 0.3304 -1.2928 -1.2755 -1.8 0.7 -0.1
O -0.9241 -0.8733 -1.8783 0.3 -0.3 0.1
O 0.9162 -0.2798 -0.4096 0.7 -0.3 0.0
N 0.0478 -2.6813 -0.5869 0.7 0.0 -0.1
S 1.2009 -3.5200 0.1724 -0.2 -0.5 0.2
O 2.5039 -3.4148 -0.4466 -0.2 0.3 0.0
O 0.6695 -4.8525 0.3602 0.1 0.3 -0.1
C 1.2967 -2.8864 1.8497 0.2 -0.2 0.3
C 2.1319 -1.6582 2.1795 -0.2 0.2 0.2
O 3.4861 -1.7954 1.7710 0.0 0.0 0.1
C 3.9353 -0.7969 0.8927 -0.4 -0.3 0.3
C 5.4250 -0.9799 0.7038 -0.1 0.1 0.0
F 5.9891 0.1845 0.3274 0.1 0.4 -0.2
F 5.7289 -1.8689 -0.2374 0.0 -0.4 -0.3
F 6.0523 -1.3577 1.8147 0.2 -0.1 0.5
H -1.3092 -1.9110 -5.4806 -0.1 0.1 0.1
H 1.7446 -3.6288 -4.9507 -0.2 -0.1 -0.1
H 2.2121 -0.2161 -3.0448 -0.6 0.3 -0.1
H 1.7077 -3.7354 2.4084 0.0 0.0 -0.2
H 0.2673 -2.7502 2.1972 0.2 0.1 -0.1
H 2.1418 -1.5718 3.2760 -0.1 0.0 -0.1
H 1.6712 -0.7429 1.8041 0.1 -0.1 -0.3
H 3.4416 -0.8886 -0.0789 0.1 0.2 0.0
H 3.7661 0.1993 1.3207 0.0 0.0 -0.2
C -1.7889 0.9521 5.8412 0.0 0.1 -0.2
C -2.5952 -0.3290 5.8260 0.1 0.0 0.3
O -3.2642 -0.5336 4.5753 0.0 0.0 0.0
C -2.4794 -0.9566 3.5742 -0.1 0.0 0.0
O -1.3019 -1.1990 3.6697 0.0 0.0 0.0
O -3.2196 -1.0642 2.4823 0.0 0.0 0.0
C -2.4841 -1.4478 1.3042 0.1 -0.1 -0.2
H -2.4223 1.8017 5.5824 0.0 0.0 0.1
H -1.3666 1.1174 6.8331 0.0 0.0 0.0
H -0.9730 0.9061 5.1219 0.0 0.0 0.0
H -3.3958 -0.2835 6.5630 -0.1 0.0 -0.1
H -1.9733 -1.1945 6.0549 0.0 0.0 -0.1
H -1.9185 -2.3596 1.4746 0.0 0.0 0.0
H -1.8123 -0.6473 1.0017 0.1 0.0 0.0
H -3.2166 -1.6174 0.5224 -0.1 0.0 0.1
C -2.5463 4.9295 -4.5752 -0.1 -0.1 0.1
C -1.6191 5.5572 -3.5559 0.0 0.2 -0.2
O -1.7875 4.9946 -2.2499 0.0 0.0 0.0
C -1.2357 3.7785 -2.0853 0.0 0.0 0.0
O -0.6088 3.1854 -2.9231 0.0 0.0 0.0
O -1.4970 3.3730 -0.8527 0.0 0.0 0.1
C -1.0371 2.0384 -0.5437 0.0 0.0 0.2
H -3.5821 5.0014 -4.2395 0.0 0.1 0.0
H -2.4508 5.4403 -5.5342 0.0 0.0 0.0
H -2.3077 3.8773 -4.7190 0.1 0.0 0.0
H -1.8485 6.6152 -3.4333 0.0 0.0 0.1
H -0.5764 5.4696 -3.8618 0.0 -0.1 0.0
H 0.0182 1.9214 -0.7604 0.0 0.0 -0.1
H -1.6125 1.2995 -1.0942 0.1 0.0 -0.1
H -1.2016 1.9086 0.5231 0.0 0.1 0.0
```
Positions in Å, forces in eV/Å.

Values from the calculation:
Total charge   -1
LUMO energy   0.09321 Eh
Maximum force   0.038 hartree/bohr

=====

[3]
Density functional theory data (ωB97M-V with the def2-TZVPD basis set) for C27H18Cl7N8O2Ru as an isolated structure.

```
63
Properties=species:S:1:pos:R:3:forces:R:3
Ru -1.5527 -2.4334 0.1985 0.3 1.3 -0.5
C 3.7939 -2.4850 1.3532 0.4 0.1 -0.1
N 2.3656 -2.5974 1.6227 -0.5 -0.2 -0.2
C 1.4136 -2.9891 0.7881 0.9 0.1 -0.3
N 0.2201 -2.7261 1.3166 -0.7 0.3 -0.3
C 0.5383 -2.2126 2.5442 -0.1 0.3 0.6
N 1.8215 -2.0930 2.7521 -0.4 -0.3 -0.2
C 4.0780 -1.3098 0.4385 0.3 0.0 -0.3
C 5.2142 -1.3213 -0.3739 0.0 -0.3 0.1
C 5.4910 -0.2863 -1.2572 -0.1 -0.1 0.2
C 4.6197 0.7823 -1.3620 -0.3 -0.1 0.3
C 3.4766 0.8033 -0.5508 0.6 -0.8 0.1
C 3.2178 -0.2335 0.3595 0.0 0.3 -0.4
C 2.5503 1.8837 -0.6741 -0.4 2.4 -1.4
N 2.6011 2.9395 -1.4916 1.2 -2.4 0.8
N 1.5254 3.6753 -1.2610 -2.3 0.0 1.6
C 0.8219 3.0718 -0.2988 2.0 0.8 -2.0
O 1.4431 1.9383 0.0891 -0.2 -0.3 0.3
C -0.3998 3.4749 0.3162 -1.0 0.2 0.6
C -1.0671 4.6358 -0.1073 0.2 -0.5 0.2
C -2.2537 4.9791 0.5099 0.0 -0.2 0.2
C -2.7726 4.1801 1.5259 -0.2 -0.1 0.2
C -2.1153 3.0281 1.9576 -0.2 0.4 -0.2
C -2.6828 2.1277 3.0379 0.1 0.5 0.0
N -2.8610 0.7856 2.4952 0.0 -0.6 0.0
C -1.9566 -0.1740 2.3323 0.3 0.8 0.2
N -2.4502 -1.1097 1.5356 -0.4 -0.7 -0.3
C -3.7144 -0.6597 1.2652 -0.4 0.0 -0.3
N -3.9914 0.4832 1.8248 0.2 -0.3 -0.1
C -0.9248 2.6879 1.3502 0.3 0.3 -0.5
H 4.1337 -3.4111 0.8906 -0.1 0.0 0.0
H 4.2830 -2.3947 2.3221 0.0 0.0 0.0
H 1.6210 -3.4353 -0.1666 0.0 0.1 -0.1
H -0.1955 -1.9845 3.2986 0.0 0.0 0.0
H 5.8927 -2.1655 -0.3250 0.0 0.0 0.0
H 6.3769 -0.3284 -1.8746 0.0 0.0 0.0
H 4.8005 1.5900 -2.0578 0.0 0.0 0.0
H 2.3306 -0.1914 0.9783 0.0 0.1 0.0
H -0.6507 5.2365 -0.9043 0.0 0.0 0.0
H -2.7898 5.8651 0.2008 0.0 0.0 0.0
H -3.7136 4.4560 1.9870 0.0 0.0 0.0
H -3.6583 2.4649 3.3784 0.0 0.0 0.0
H -2.0192 2.0699 3.9006 0.0 -0.1 0.0
H -0.9674 -0.1213 2.7514 0.0 0.0 0.0
H -4.4012 -1.1835 0.6213 0.0 0.0 0.0
H -0.3793 1.8061 1.6568 0.1 0.0 0.0
Cl -2.6350 -4.3525 1.6877 0.3 0.1 -0.4
C -3.5140 -5.1302 0.3313 -0.1 -0.2 0.1
Cl -3.3111 -4.2023 -1.1606 0.1 0.3 0.2
H -4.5647 -5.1569 0.5934 0.0 0.0 0.0
H -3.0945 -6.1180 0.1856 0.0 0.0 0.0
Cl 0.4680 0.7696 -6.0079 -0.1 -0.1 0.2
C -0.2650 0.2344 -4.5631 0.0 0.0 0.0
C 0.1116 -0.9935 -4.0013 0.1 0.0 -0.1
Cl 1.3102 -1.9748 -4.7277 0.0 0.1 0.0
C -0.4885 -1.4058 -2.8249 -0.3 0.2 0.2
Cl -0.0167 -2.9122 -2.0746 -0.6 0.0 0.3
C -1.4521 -0.6289 -2.1608 0.7 0.1 -1.4
O -1.9810 -0.9938 -1.0184 0.5 -1.2 2.0
C -1.8146 0.6067 -2.7362 -0.1 -0.2 0.5
Cl -2.9580 1.5771 -1.9017 0.1 -0.1 -0.1
C -1.2324 1.0273 -3.9211 0.1 0.2 -0.3
Cl -1.6748 2.5357 -4.5937 0.0 -0.1 0.1
```
Positions in Å, forces in eV/Å.

Values from the calculation:
Multiplicity   2
<S²>   0.7598
Total charge   +2
LUMO energy (spin up / spin down)   -0.31723 / -0.32104 Eh
Maximum force   0.056 hartree/bohr

=====

[4]
Density functional theory data (ωB97M-V with the def2-TZVPD basis set) for an isolated molecule of C10H19N3O4.

```
36
Properties=species:S:1:pos:R:3:forces:R:3
C -1.5678 -0.7662 -1.9898 -1.5 -1.1 -0.4
C -0.8432 0.3077 -1.2367 -1.0 0.6 1.3
C -2.1691 -1.8899 -1.0422 0.4 -0.2 -0.6
C -2.9610 -1.4216 0.1931 1.0 0.1 -0.6
C -2.0801 -0.8866 1.3457 -1.1 -0.5 0.1
C 1.2821 1.1776 -0.3918 0.3 -0.6 -0.5
C 2.7647 0.7468 -0.6609 -0.3 2.1 1.0
C 1.0136 1.6042 1.0505 1.5 -0.7 0.4
C 1.5723 2.9850 1.2518 0.0 1.1 -0.3
C 1.6586 0.5871 1.9642 0.9 0.0 1.0
H 0.0486 -1.8294 -2.7577 -0.5 0.2 -0.3
H -0.6187 -0.7541 -3.8170 0.2 0.4 -0.3
H -2.4529 -0.2912 -2.4465 0.5 0.1 0.2
H -2.8101 -2.5807 -1.6412 0.5 0.7 0.2
H -1.3076 -2.4780 -0.7381 0.1 -0.3 0.2
H -3.6003 -2.2253 0.5437 0.2 -0.4 0.3
H -3.6532 -0.6778 -0.1657 -0.1 0.7 0.4
H -0.7383 -1.4885 2.7422 0.0 0.3 0.2
H -1.3655 -2.7222 1.7843 0.2 -0.4 -0.1
H 0.8553 -0.7324 -1.1578 0.4 -0.5 -0.2
H 1.1307 2.0692 -0.9672 -0.2 0.4 -0.8
H -0.0204 1.6052 1.2693 -1.3 -0.1 -0.3
H 0.9497 3.7315 0.6938 0.7 -0.5 0.2
H 1.5570 3.3131 2.2902 -0.1 -0.2 0.1
H 2.6214 3.0080 0.9189 -0.4 0.3 0.0
H 1.4068 0.7753 3.0325 0.2 -0.2 -0.7
H 2.7595 0.6177 1.8487 -0.3 0.2 0.3
H 1.3963 -0.4314 1.7079 -0.4 -0.3 0.0
H 3.8161 -0.7521 -1.0328 -0.1 0.1 0.0
N -0.8236 -1.3946 -3.0766 0.2 -0.8 0.7
N -1.1363 -1.7510 1.8612 -0.2 -0.3 -0.7
N 0.4211 0.1123 -0.8769 1.1 -0.3 -0.1
O -1.4279 1.2879 -0.8251 -0.7 1.0 -0.5
O -2.2640 0.1900 1.8386 0.1 1.0 0.2
O 3.7165 1.5004 -0.5747 -1.0 -1.0 -0.3
O 2.8700 -0.5462 -0.9376 0.6 -0.8 -0.2
```
Positions in Å, forces in eV/Å.

Values from the calculation:
LUMO energy   0.01243 Eh
Maximum force   0.046 hartree/bohr
SMILES string   CC(C)[C@H](NC(=O)[C@@H](N)CCC(N)=O)C(=O)O

=====

Values of total energy, in order: -11068.2010, -3359.2371, -4943.8605, -857.7220, all in hartree.